Here is C33H32F6N2O3S as an isolated structure in a non-equilibrium geometry from OMol25. Energies are from ωB97M-V/def2-TZVPD.

```
77
Properties=species:S:1:pos:R:3:mulliken_charge:R:1
S 1.53075 2.68215 3.80087 1.040
F 3.76041 2.00468 5.09689 -0.225
F 1.90053 1.38019 6.08566 -0.238
F -5.41424 3.56678 4.80412 -0.265
F 2.65844 0.25633 4.36103 -0.228
F -4.68146 2.48747 6.58501 -0.254
F -5.69851 1.38270 4.96375 -0.271
O -3.84189 -2.13138 -2.84818 -0.692
O 2.41165 3.19091 2.77833 -0.608
O 0.89676 3.58295 4.73094 -0.668
N -1.91503 -0.92836 -3.32614 0.369
N -1.11595 -0.59724 -1.24385 0.369
C 0.52213 -1.23035 -3.09185 -0.422
C -1.81722 0.69654 3.67716 -0.268
C 5.16338 1.68041 1.29887 -0.900
C 4.61281 2.10966 -1.00181 -0.793
C -0.45798 1.04781 -3.13012 -1.121
C 1.16058 -4.51155 -1.65272 -0.684
C -1.49906 -4.26080 -2.44151 -0.106
C -1.46465 3.08245 3.60972 -0.227
C 0.42815 1.51141 2.96432 -0.907
C -2.02210 -2.79397 -0.45631 -1.500
C -0.48508 -0.10511 -0.16831 -0.326
C -2.30241 -1.42250 -1.08054 0.221
C 1.06043 -0.51876 -4.32883 -0.816
C 0.27365 -3.76684 -0.87479 -0.197
C -1.06000 -3.61163 -1.28150 0.561
C 1.41610 1.16088 0.79055 0.226
C -0.72565 -0.41389 -2.66999 0.161
C -3.49044 2.18007 4.55051 0.311
C -2.67537 3.27228 4.26743 -1.145
C -3.05776 0.88614 4.27939 -1.042
C -2.05113 -1.06777 -4.75000 -1.005
C 5.58208 2.02379 0.00780 -0.465
C -0.97305 1.78153 3.39286 0.701
C 0.48676 0.91872 -4.32615 -0.751
C -2.81253 -1.55030 -2.50248 -0.201
C 0.77587 0.49819 -0.23003 -0.771
C 3.26716 1.88453 -0.71330 -0.399
C 2.52353 1.50733 4.90416 0.719
C -0.60513 -4.96821 -3.24487 -0.739
C 2.79295 1.50226 0.58455 0.871
C -4.82391 2.40268 5.21909 0.911
C 0.73157 -5.10651 -2.84242 -0.440
C 3.82600 1.40251 1.56735 -0.189
H -1.64164 -2.65631 0.56202 0.545
H 0.71298 1.53139 1.75460 -0.199
H -3.05346 -0.87549 -0.48472 0.563
H -0.99558 -0.19924 0.79168 0.726
H 0.01877 1.60469 -2.31762 0.387
H 1.42490 -5.68607 -3.45369 0.376
H -3.68451 0.03802 4.53350 0.398
H -2.56153 -4.22179 -2.70563 0.386
H -1.70408 -0.15607 -5.23948 0.310
H 1.25460 -1.23067 -2.27477 0.392
H 2.53263 2.00617 -1.51655 0.392
H 0.23085 -2.27576 -3.26250 -0.060
H -1.46128 -0.31291 3.46416 0.438
H 0.59968 -3.29798 0.05873 0.382
H 3.57256 1.01836 2.54774 0.503
H 2.19609 -4.62963 -1.31806 0.393
H -0.96025 -5.42623 -4.16944 0.439
H 1.30482 1.64783 -4.26191 0.455
H 4.91684 2.36550 -2.02006 0.386
H -1.47473 -1.92622 -5.13030 0.243
H -0.04278 1.12388 -5.26539 0.370
H -2.98569 4.27588 4.55006 0.385
H 1.28630 0.37350 -1.18222 0.152
H 6.63551 2.22609 -0.20351 0.375
H 5.88943 1.62572 2.11422 0.412
H 0.74963 -1.05575 -5.23575 0.357
H 0.74581 0.54244 3.36403 0.715
H -0.93620 3.97441 3.25967 0.453
H -1.41049 1.53734 -3.37439 0.365
H -2.99490 -3.30230 -0.41079 0.565
H -3.11258 -1.23419 -4.96277 0.402
H 2.15721 -0.50285 -4.32554 0.401
```

**HOMO**: -6.8 eV
**Gap between HOMO and LUMO**: 5.42 eV
**LUMO**: -1.374 eV
**Maximum force**: 5.71 eV Å⁻¹

Here is a 2-piece molecular cluster, C16H33BrF3O7P2S overall in a non-equilibrium geometry from OMol25. Energies are from ωB97M-V/def2-TZVPD.

```
63
Properties=species:S:1:pos:R:3:mulliken_charge:R:1
Br 2.96774 1.08356 4.15514 -0.191
S 1.65824 -2.30960 3.32659 -0.425
P -0.11209 1.91803 0.20589 0.150
P 0.99260 -1.35558 1.72463 0.256
F 1.36867 -0.71192 -3.51741 -0.263
F -0.92883 -0.97245 -3.25492 -0.269
F 0.04914 1.16681 -3.34586 -0.231
O 1.45312 1.15032 0.33539 -0.393
O 2.53250 -4.98506 -1.52670 -0.545
O 0.42052 -0.27478 -1.50396 -0.310
O 4.27021 -6.04509 -2.54416 -0.337
O -0.71138 1.16440 1.65588 -0.266
O -1.62624 2.59226 -0.35548 -0.341
O 3.21081 -4.49130 -3.64040 -0.354
C 3.07254 0.82119 2.14787 -0.347
C -4.61354 2.35454 -1.43204 -0.868
C -4.93013 2.50169 0.13415 0.175
C 3.26222 -5.15533 -2.47386 0.797
C -3.67166 2.29106 1.10126 1.030
C 4.18629 -0.30640 1.91883 -0.591
C 1.60241 0.44198 1.61592 0.784
C 0.47146 1.20603 2.53705 -1.118
C 4.44141 -6.82614 -1.36378 -0.599
C 2.17856 -3.50561 -3.70772 -0.422
C -4.04502 2.39542 2.67898 -1.385
C -0.70178 0.34950 -0.79125 -0.776
C 4.18712 -0.96088 0.44789 -0.573
C -5.72683 3.89029 0.37808 -1.290
C 0.20024 -0.15925 -2.89639 0.940
C -2.38729 3.20635 0.70661 -1.092
H -1.57305 0.65943 -1.45755 0.257
H 5.20988 0.22391 2.03389 0.358
H 3.26515 -0.72851 -0.18137 0.039
H 3.39975 1.82724 1.73061 0.459
H 4.18055 -1.10019 2.75660 0.289
H 5.14544 -0.62756 -0.10724 0.377
H -3.46048 3.27710 3.14681 0.273
H 2.23003 -3.03365 -4.68938 0.267
H -3.65616 1.43779 3.18356 0.265
H -5.17587 2.49938 2.81648 0.371
H 2.32965 -2.73761 -2.94774 0.107
H -3.31553 1.20185 0.93686 0.043
H -1.77540 3.53819 1.61084 0.392
H 0.42119 2.49766 -1.02343 -0.152
H 0.74261 2.30338 2.72230 0.478
H 0.27063 3.17751 0.81149 0.122
H -4.58727 3.38328 -1.95629 0.250
H 4.29874 -2.10772 0.55307 0.147
H -5.60786 4.29366 1.45114 0.301
H 1.27099 -2.08923 0.50388 0.013
H 5.27772 -7.50585 -1.53266 0.209
H -2.84342 4.17606 0.25860 0.235
H -5.69185 1.66814 0.39333 0.406
H -0.45214 -1.38917 1.84963 0.020
H 4.68136 -6.18778 -0.51043 0.279
H 3.54759 -7.42081 -1.16182 0.284
H -5.42834 4.68447 -0.40583 0.317
H -5.47178 1.77852 -1.94962 0.302
H 1.19539 -3.96910 -3.59860 0.309
H -3.65856 1.76768 -1.66911 0.002
H 0.15801 0.65347 3.48278 0.439
H -6.86822 3.75141 0.23870 0.323
H -1.12978 -0.37697 -0.00574 0.072
```

**HOMO**: -5.0 eV
**Gap between HOMO and LUMO**: 7.51 eV
**LUMO**: 2.493 eV
**Total charge**: -1
**Maximum force**: 4.40 eV Å⁻¹

Here is C34H29N8O2ReTe as an isolated structure from OMol25. Energies are from ωB97M-V/def2-TZVPD.

```
75
Properties=species:S:1:pos:R:3:mulliken_spin:R:1
Re -0.28698 -0.63859 -0.85129 1.213
Te -2.20470 -2.79359 2.49976 -0.003
O -0.80828 -1.42945 2.09158 0.016
O 1.78967 -2.00375 -2.33738 -0.009
N 1.33183 0.63420 -1.27038 0.017
N -1.59367 1.70134 -9.50589 0.004
N 1.23885 -1.91201 -1.08932 -0.055
N 3.56023 2.07769 -2.04508 0.002
N -2.42244 -0.22770 -0.95536 0.016
N -0.02865 -1.64247 0.93324 -0.051
N -5.13838 -0.35183 -1.46252 0.005
N -0.64285 0.15425 -2.73727 -0.023
C -0.86400 -3.93890 6.43630 0.000
C 1.49733 1.01802 -2.55854 0.020
C -1.44612 -3.78543 4.12890 -0.001
C 0.19998 1.03759 -4.76569 -0.005
C 1.01106 -2.45947 1.09951 -0.076
C -2.55853 1.93766 -8.62362 -0.002
C 0.36050 0.70764 -3.43590 -0.003
C -0.65959 -5.87354 4.99178 0.000
C -5.61989 -0.78313 4.13269 0.000
C -4.67264 -0.28553 -0.22110 -0.002
C -1.33679 -3.17993 5.38120 0.000
C 2.62784 1.73659 -2.92190 0.004
C -0.53038 -5.27750 6.24023 0.000
C -1.87605 0.06224 -3.26289 -0.012
C 3.37570 1.71718 -0.78195 0.001
C -1.23652 1.12941 -6.80725 -0.002
C -3.73382 0.62585 4.67162 0.000
C 2.87242 -3.59454 -0.30296 0.002
C -2.10382 0.36252 -4.58687 -0.006
C 1.43081 -3.08894 2.38536 0.000
C -0.21903 0.89099 -7.72644 0.004
C -4.77962 -1.66762 3.47110 0.000
C -5.09705 0.35815 4.72691 0.000
C 2.26753 0.98348 -0.38275 -0.006
C -2.89507 -0.20868 -2.22675 0.005
C -2.87293 -0.25027 4.02627 0.000
C -1.11675 -5.12693 3.91756 0.001
C -3.41699 -1.38725 3.43492 -0.001
C -3.31302 -0.24066 0.04259 -0.006
C -4.26259 -0.30318 -2.45603 -0.007
C 1.72899 -2.65321 -0.11092 -0.043
C -2.43642 1.66240 -7.26917 0.004
C -0.45267 1.18563 -9.06220 -0.001
C -1.03963 0.82141 -5.38042 0.014
H -1.22511 -5.59077 2.94338 0.000
H 0.72429 0.44992 -7.43064 0.000
H -2.92284 -0.18136 1.04942 0.003
H 0.93734 -2.63303 3.23667 -0.001
H 2.77997 2.04877 -3.94790 0.000
H -3.47223 2.36940 -9.01407 0.000
H 2.12698 0.66539 0.64146 0.003
H 3.19473 -4.01594 0.64414 0.001
H -3.25146 1.90478 -6.59942 0.000
H 2.50710 -2.96283 2.50871 -0.003
H -0.17592 -5.86523 7.07668 0.000
H 2.35351 -2.79522 -2.38440 0.000
H -3.08817 0.25942 -5.02109 0.000
H -1.62486 -2.14806 5.53710 0.000
H 2.59252 -4.43318 -0.94777 -0.003
H -1.81093 -0.04341 3.98788 -0.001
H -0.76864 -3.49493 7.41777 0.000
H -3.33657 1.51497 5.14254 0.000
H -5.19254 -2.55802 3.00921 0.000
H 3.73372 -3.08700 -0.74424 -0.003
H -5.75706 1.04490 5.23966 0.000
H -0.41356 -6.91796 4.85774 0.000
H -4.66039 -0.33638 -3.46268 0.000
H -6.68058 -0.98824 4.18338 0.000
H 1.23210 -4.16286 2.39074 -0.007
H 1.00230 1.49780 -5.32496 -0.001
H 0.31151 0.99648 -9.80649 0.000
H -5.39405 -0.27494 0.58653 0.000
H 4.13022 2.00884 -0.06223 0.000
```

**⟨S²⟩**: 0.857
**Multiplicity**: 2
**Energy above the lowest of the compared OMol25 structures with the same formula, charge and spin**: 1.137 eV
**HOMO (spin up / spin down)**: -15.6 / -15.6 eV
**Gap between HOMO and LUMO (spin up / spin down)**: 5.87 / 5.86 eV
**LUMO (spin up / spin down)**: -9.707 / -9.714 eV
**Total charge**: +3
**Maximum force**: 0.23 eV Å⁻¹

Here is C5H14B3Cl2NO3S as an isolated structure in a non-equilibrium geometry from OMol25. Energies are from ωB97M-V/def2-TZVPD.

```
29
Properties=species:S:1:pos:R:3:mulliken_charge:R:1
Cl 4.31092 0.03766 0.05480 -0.183
Cl 2.35906 2.65562 -0.82151 -0.136
S -0.90662 1.64626 1.58757 -0.135
O -3.01664 -0.62910 1.81088 -0.482
O -3.43758 -0.59859 -0.52629 -0.361
O -3.39823 -2.67139 0.61928 -0.457
N -2.09895 -2.39575 -1.47501 -0.605
C 3.97373 2.27698 -1.47233 -0.459
C 0.31182 0.65251 0.68335 -0.245
C 4.20390 0.79092 -1.55766 -0.493
C 0.41630 -0.77322 1.24463 -0.868
C -2.38701 1.50424 0.53184 -0.538
B -2.97970 0.04316 0.59694 0.254
B -2.98499 -1.91907 -0.46698 0.572
B -3.09808 -1.99884 1.77638 0.630
H -3.10395 2.19014 0.97224 0.345
H 1.24828 1.16224 0.82143 0.111
H 0.12937 -0.78107 2.28788 0.297
H -0.25797 -1.43077 0.69753 0.011
H 4.71065 2.75888 -0.83590 0.321
H 5.14479 0.59370 -2.06786 0.353
H 4.03304 2.71476 -2.46710 0.306
H 0.05152 0.59778 -0.36701 0.375
H -2.90527 -2.60489 2.77853 -0.141
H -1.52219 -1.62557 -1.80091 0.279
H 3.40186 0.29858 -2.10079 0.307
H 1.41391 -1.17559 1.10579 0.387
H -2.14565 1.79003 -0.48386 0.289
H -1.46632 -3.10961 -1.12586 0.266
```

**Energy above the lowest of the compared OMol25 structures with the same formula, charge and spin**: 0.000 eV
**HOMO**: -8.3 eV
**Gap between HOMO and LUMO**: 8.68 eV
**LUMO**: 0.411 eV
**Maximum force**: 1.32 eV Å⁻¹

Question: What is the maximum force in the first record?
Answer: 5.71 eV Å⁻¹

Copy entry 4 word for word.
Here is C5H14B3Cl2NO3S as an isolated structure in a non-equilibrium geometry from OMol25. Energies are from ωB97M-V/def2-TZVPD.

```
29
Properties=species:S:1:pos:R:3:mulliken_charge:R:1
Cl 4.31092 0.03766 0.05480 -0.183
Cl 2.35906 2.65562 -0.82151 -0.136
S -0.90662 1.64626 1.58757 -0.135
O -3.01664 -0.62910 1.81088 -0.482
O -3.43758 -0.59859 -0.52629 -0.361
O -3.39823 -2.67139 0.61928 -0.457
N -2.09895 -2.39575 -1.47501 -0.605
C 3.97373 2.27698 -1.47233 -0.459
C 0.31182 0.65251 0.68335 -0.245
C 4.20390 0.79092 -1.55766 -0.493
C 0.41630 -0.77322 1.24463 -0.868
C -2.38701 1.50424 0.53184 -0.538
B -2.97970 0.04316 0.59694 0.254
B -2.98499 -1.91907 -0.46698 0.572
B -3.09808 -1.99884 1.77638 0.630
H -3.10395 2.19014 0.97224 0.345
H 1.24828 1.16224 0.82143 0.111
H 0.12937 -0.78107 2.28788 0.297
H -0.25797 -1.43077 0.69753 0.011
H 4.71065 2.75888 -0.83590 0.321
H 5.14479 0.59370 -2.06786 0.353
H 4.03304 2.71476 -2.46710 0.306
H 0.05152 0.59778 -0.36701 0.375
H -2.90527 -2.60489 2.77853 -0.141
H -1.52219 -1.62557 -1.80091 0.279
H 3.40186 0.29858 -2.10079 0.307
H 1.41391 -1.17559 1.10579 0.387
H -2.14565 1.79003 -0.48386 0.289
H -1.46632 -3.10961 -1.12586 0.266
```

**Energy above the lowest of the compared OMol25 structures with the same formula, charge and spin**: 0.000 eV
**HOMO**: -8.3 eV
**Gap between HOMO and LUMO**: 8.68 eV
**LUMO**: 0.411 eV
**Maximum force**: 1.32 eV Å⁻¹